ORCA calculation (ωB97M-V/def2-TZVPD) on a single C30H28BrNO2S molecule.

CARTESIAN COORDINATES (ANGSTROEM)
O (-3.31349, -0.43968, 0.80081)
S (-3.78390, 0.58802, 1.69487)
O (-4.03761, 0.37240, 3.11756)
C (-5.41739, 1.03104, 1.05348)
C (-6.38170, 1.59586, 1.88880)
C (-7.66779, 1.81472, 1.40412)
C (-8.00569, 1.45982, 0.09480)
C (-7.04824, 0.84498, -0.71344)
C (-5.76087, 0.61241, -0.23803)
C (-2.47685, 1.90122, 1.45659)
Br (-3.11020, 3.51160, 2.33632)
C (-0.74020, 2.06247, 1.02953)
C (-0.04356, 1.18450, 1.98633)
C (-0.02457, -0.16100, 1.81326)
N (0.80025, -0.99563, 2.48763)
C (0.60180, -2.42307, 2.32313)
C (-0.81600, -2.87947, 2.46691)
C (-1.20610, -4.08639, 1.87456)
C (-2.53165, -4.53787, 1.94934)
C (-3.49009, -3.76854, 2.63856)
C (-3.10317, -2.56095, 3.22995)
C (-1.76654, -2.14653, 3.18492)
C (1.86612, -0.52908, 3.37464)
C (2.85586, 0.41177, 2.73687)
C (3.22047, 1.57278, 3.42046)
C (4.05191, 2.50424, 2.80908)
C (4.55996, 2.25617, 1.52211)
C (4.24540, 1.04578, 0.86923)
C (3.40557, 0.11892, 1.48991)
C (-0.23646, 3.51853, 1.13624)
C (-0.00930, 4.16213, -0.07331)
C (0.50118, 5.46190, -0.04922)
C (0.65163, 6.13697, 1.16104)
C (0.46412, 5.44283, 2.35479)
C (-0.06699, 4.15073, 2.36724)
H (-6.12568, 1.86030, 2.91394)
H (-8.41852, 2.24848, 2.05939)
H (-9.01731, 1.61549, -0.27543)
H (-7.29689, 0.51578, -1.71877)
H (-5.02167, 0.10275, -0.84737)
H (-2.32641, 1.99744, 0.24832)
H (-0.13432, 1.76188, 0.11123)
H (0.53687, 1.69222, 2.78172)
H (-0.61565, -0.59361, 0.96627)
H (1.23055, -2.93232, 3.04372)
H (0.96829, -2.71274, 1.33530)
H (-0.45804, -4.67397, 1.33407)
H (-2.83438, -5.48096, 1.48279)
H (-4.53388, -4.08940, 2.71114)
H (-3.83020, -1.93131, 3.75142)
H (-1.47274, -1.23602, 3.70295)
H (1.42095, -0.05629, 4.27026)
H (2.38258, -1.45226, 3.70590)
H (2.85150, 1.73158, 4.42811)
H (4.30522, 3.43431, 3.32422)
H (5.21274, 2.99452, 1.02996)
H (4.65440, 0.84030, -0.12172)
H (3.18231, -0.82787, 1.00187)
H (-0.08694, 3.56661, -0.98316)
H (0.71294, 5.91809, -1.01263)
H (1.02430, 7.15936, 1.14728)
H (0.67472, 5.93644, 3.29404)
H (-0.20609, 3.61187, 3.29657)

Properties
2S+1	1
net charge	0
maximum force	5.13	eV/Å
frontier orbital gap	7.26	eV
highest occupied orbital energy	-7.26	eV
molecular weight	546.5	g mol⁻¹
SMILES string	O=S(=O)(c1ccccc1)[C@@H](Br)[C@H](/C=C/N(Cc1ccccc1)Cc1ccccc1)c1ccccc1
LUMO energy	0.0	eV